Here is C16H23BN6Ti as an isolated structure from the Open Molecules 2025 dataset. Energies are from ωB97M-V with the def2-TZVPD basis set.

Properties
Highest occupied orbital energy (spin up / spin down) (eV): -6.45 / -7.20
Orbital gap (spin up / spin down) (eV): 7.1393 / 6.8237
E (eV): -49696.1260
<S²>: 2.006
LUMO energy (spin up / spin down) (Eh): 0.0253 / -0.0137
Multiplicity: 3

CARTESIAN COORDINATES (ANGSTROEM)
H (-0.72, -4.77, 1.80)
N (-0.21, -0.86, -2.30)
H (1.82, 2.30, -1.39)
H (0.07, 2.36, -1.68)
N (-2.67, -0.09, -0.62)
C (-3.65, 1.68, 0.33)
C (-2.27, 1.76, 0.53)
H (1.98, 3.43, 2.74)
C (1.68, 0.80, 3.38)
C (-0.83, -3.87, 1.24)
C (1.86, 0.56, 0.90)
H (1.08, 1.39, -2.75)
C (3.78, 1.47, 2.25)
H (-4.76, 0.08, -0.84)
B (-2.40, -1.50, -1.21)
C (0.05, -2.78, 1.24)
N (-1.49, -1.35, -2.47)
Ti (0.26, -0.05, -0.37)
H (4.23, 1.85, 1.33)
H (-3.42, -2.07, -1.51)
C (-3.85, 0.52, -0.43)
H (0.60, 2.71, 1.85)
C (2.29, 0.24, -0.30)
H (4.21, 0.50, 2.49)
C (1.70, 2.77, 1.91)
H (0.59, 0.76, 3.31)
C (2.27, 1.37, 2.11)
H (-4.40, 2.36, 0.66)
H (-1.68, 2.47, 1.11)
C (-1.63, -1.80, -3.73)
C (0.95, 1.70, -1.70)
N (-0.42, -1.84, 0.37)
H (2.05, -0.21, 3.57)
N (-1.66, 0.70, -0.08)
C (0.44, -1.01, -3.48)
H (-0.21, -1.84, -5.44)
H (4.02, 2.17, 3.06)
H (2.06, 3.21, 0.98)
H (1.47, -0.68, -3.58)
C (-1.84, -3.54, 0.34)
H (-2.57, -2.22, -4.05)
H (-2.71, -4.09, 0.02)
H (0.95, -2.60, 1.81)
H (3.04, 0.52, -1.05)
C (-0.43, -1.60, -4.41)
H (1.96, 1.42, 4.24)
N (-1.60, -2.32, -0.16)

Results of the Mulliken charge analysis, in e, for atoms 1 through 8: 0.389, 0.234, 0.376, 0.233, -0.148, -1.147, -0.265, 0.463



Here is C16H23Br30O2P as an isolated structure from the Open Molecules 2025 dataset. Energies are from ωB97M-V with the def2-TZVPD basis set.

Properties
Highest occupied orbital energy (eV): -8.88
Orbital gap (eV): 8.5529
E (eV): -2131619.8151
LUMO energy (Eh): -0.0121

CARTESIAN COORDINATES (ANGSTROEM)
C (-4.46, 1.50, -2.62)
Br (-1.09, 1.78, -0.04)
Br (-1.57, -2.26, 7.58)
Br (-6.47, -10.10, 2.21)
C (4.38, 9.91, 1.92)
Br (-5.37, 2.19, -1.07)
C (5.12, -2.41, 0.31)
C (-4.57, -5.75, -1.43)
Br (5.05, 3.49, 2.47)
Br (0.58, 8.96, -1.17)
H (5.13, -3.00, -0.60)
H (5.36, -0.49, 1.87)
C (2.83, -1.47, 0.74)
H (-6.72, -9.25, -0.10)
Br (-0.24, -3.77, 5.11)
Br (-2.89, 1.95, 2.56)
C (4.91, -0.05, 0.98)
Br (-0.90, -5.72, -3.36)
H (-0.19, -6.72, -1.21)
H (-1.22, 7.33, -0.75)
Br (1.68, -7.42, -2.65)
C (-1.81, 2.94, 1.32)
Br (-2.12, 7.64, -5.70)
Br (-3.63, -0.20, -2.24)
H (0.96, 0.26, 1.46)
C (-6.18, -10.10, 0.31)
Br (-2.76, 4.42, 0.55)
Br (-5.85, -6.28, -0.09)
Br (-4.63, -6.94, -2.94)
Br (-4.85, -3.92, -1.94)
Br (-4.33, -9.85, -0.13)
C (0.13, -1.42, -0.33)
H (0.65, -2.16, -0.93)
Br (-1.23, -8.67, -2.29)
Br (-1.00, 4.94, -4.45)
H (-3.59, -5.82, -0.97)
Br (-0.03, -0.60, 5.35)
H (-2.01, -2.06, 5.16)
O (-1.01, -3.34, 0.48)
H (6.12, -2.13, 0.63)
C (-0.59, -2.24, 0.73)
H (4.70, -3.03, 1.11)
Br (2.68, 9.01, 2.03)
H (-0.59, -0.87, -0.92)
Br (-3.18, 2.76, -3.31)
C (4.28, 3.85, 0.74)
H (2.93, -1.45, 1.83)
H (-5.20, 1.33, -3.38)
C (-1.10, -2.16, 5.72)
Br (2.71, 2.77, 0.42)
O (-0.80, -1.71, 1.98)
C (-0.16, 7.31, -0.53)
H (4.19, -0.86, -0.89)
Br (0.58, 5.79, -1.46)
Br (-6.90, -11.68, -0.52)
H (-0.97, 3.34, 1.87)
H (4.23, 0.73, 1.29)
P (1.48, -0.26, 0.26)
Br (4.84, 10.30, 0.09)
H (2.54, -2.48, 0.46)
Br (3.93, 5.72, 0.50)
H (5.13, 9.22, 2.29)
C (-0.16, -7.08, -2.22)
H (0.05, -1.46, 2.37)
H (5.02, 3.56, 0.00)
C (-1.78, 5.78, -6.00)
Br (0.02, 7.11, 1.38)
H (-1.05, 5.71, -6.80)
Br (-3.36, 4.86, -6.60)
H (5.71, 0.43, 0.41)
C (4.22, -1.15, 0.16)
Br (4.44, 11.48, 3.02)

Results of the Mulliken charge analysis, in e, for atoms 1 through 8: -0.438, 0.117, -0.047, -0.004, -0.320, -0.025, -1.566, -0.206



Here is C16H23FeN8PS as an isolated structure from the Open Molecules 2025 dataset. Energies are from ωB97M-V with the def2-TZVPD basis set.

Properties
Highest occupied orbital energy (spin up / spin down) (eV): -18.21 / -18.21
Orbital gap (spin up / spin down) (eV): 6.8627 / 7.1578
Total charge: +3
E (eV): -83372.4984
<S²>: 0.861
LUMO energy (spin up / spin down) (Eh): -0.4171 / -0.4062
Multiplicity: 2

CARTESIAN COORDINATES (ANGSTROEM)
H (-0.95, 3.91, -3.79)
C (-1.77, 3.48, 0.32)
H (2.31, -3.07, 2.64)
P (-0.31, 1.02, -2.40)
H (3.10, -2.55, 4.13)
H (3.93, 1.08, -3.40)
C (-2.15, 4.15, -0.81)
C (2.60, 0.96, 0.27)
C (3.35, 1.01, -0.87)
C (1.22, 0.99, -1.43)
C (2.85, 1.07, -3.34)
C (-1.91, 3.79, -3.29)
N (2.47, 1.03, -1.92)
H (-2.79, -3.05, -1.16)
H (-0.94, -1.77, -3.92)
H (-1.93, 3.74, 1.35)
N (-1.71, 3.42, -1.88)
H (2.46, 1.97, -3.81)
N (-1.10, 2.35, -0.08)
H (2.27, -0.48, 3.45)
N (1.62, -1.25, 3.43)
C (-1.08, 2.33, -1.42)
H (-2.69, 5.07, -0.91)
C (-2.23, -2.15, -0.99)
C (-1.87, -1.54, 0.18)
C (-1.10, -0.33, -1.48)
H (1.07, -3.03, 5.44)
C (-0.22, -3.33, 3.76)
H (1.45, -4.46, 4.49)
H (4.41, 1.04, -1.00)
C (2.14, -2.62, 3.62)
H (-1.00, -3.81, 4.34)
C (0.33, -0.97, 3.43)
C (1.13, -3.43, 4.43)
S (-0.20, 0.72, 3.20)
C (-1.91, -1.67, -3.44)
H (-2.46, 4.73, -3.33)
Fe (-0.33, 0.93, 0.97)
N (-1.16, -0.41, -0.14)
H (2.48, 0.19, -3.86)
N (-1.74, -1.38, -2.01)
H (-1.53, -1.61, 3.76)
N (-0.58, -1.90, 3.59)
H (-2.49, 3.02, -3.80)
H (-2.45, -2.60, -3.54)
H (2.94, 0.95, 1.29)
H (-0.20, -3.80, 2.77)
H (-2.09, -1.83, 1.19)
N (1.28, 0.93, -0.09)
H (-2.48, -0.88, -3.92)

Results of the Mulliken charge analysis, in e, for atoms 1 through 8: 0.334, -0.548, 0.296, -0.228, 0.395, 0.327, -0.353, -0.531



Here is a single C16H23N3O3S2 molecule from the Open Molecules 2025 dataset. Energies are from ωB97M-V with the def2-TZVPD basis set.

Properties
Highest occupied orbital energy (eV): -8.35
Orbital gap (eV): 8.8518
SMILES: CCCSc1nc2cc(S(=O)(=O)N3CCOCC3)ccc2n1CC
E (eV): -49248.6054
LUMO energy (Eh): 0.0184

CARTESIAN COORDINATES (ANGSTROEM)
H (-2.63, 0.88, -1.76)
H (-3.62, 0.97, 0.52)
C (1.91, 2.91, -3.67)
H (0.61, -1.06, 4.16)
H (0.47, -2.44, 3.04)
H (-3.49, 0.24, 2.13)
C (0.99, -0.49, -1.09)
H (0.88, 4.53, -2.63)
C (-1.11, -0.84, 1.67)
S (1.86, 0.24, -3.58)
C (2.87, 2.50, -1.04)
H (-1.03, -4.79, 5.55)
O (2.86, -0.77, -3.39)
C (-1.64, 0.51, -1.57)
O (2.26, 3.72, -1.40)
N (0.08, -1.04, 1.17)
H (1.99, -0.88, -0.95)
C (-0.19, -2.86, 5.07)
C (0.01, -1.93, 3.89)
H (2.62, 3.62, -4.10)
C (-3.37, 0.06, 1.06)
O (1.19, 0.34, -4.84)
C (-0.92, -4.14, 4.69)
H (-1.91, -3.91, 4.30)
H (-0.76, -2.34, 5.85)
H (2.11, 1.83, -0.61)
N (2.62, 1.70, -3.35)
C (1.29, 3.53, -2.41)
C (0.02, -0.55, -0.10)
H (0.48, 2.89, -2.03)
H (-0.36, -4.68, 3.92)
H (0.79, -3.10, 5.48)
C (-0.65, 0.56, -2.54)
H (-4.02, -1.99, 1.17)
H (-4.13, -1.29, -0.45)
H (1.15, 2.66, -4.40)
C (3.54, 1.84, -2.24)
C (0.63, 0.07, -2.29)
N (-1.98, -0.23, 0.81)
H (-5.31, -0.84, 0.80)
C (-1.28, -0.04, -0.35)
H (-0.86, 0.96, -3.52)
H (3.60, 2.75, -0.27)
C (-4.27, -1.09, 0.62)
S (-1.59, -1.29, 3.27)
H (4.38, 2.46, -2.57)
H (3.90, 0.84, -2.00)

Results of the Mulliken charge analysis, in e, for atoms 1 through 8: 0.388, 0.372, -0.718, 0.354, 0.392, 0.419, -0.662, 0.368



Here is a single C16H23N3O4 molecule from the Open Molecules 2025 dataset. Energies are from ωB97M-V with the def2-TZVPD basis set.

Properties
Highest occupied orbital energy (eV): -7.86
Orbital gap (eV): 7.4715
SMILES: CCCCC(=O)N1CCN(c2ccc(OC)cc2[N+](=O)[O-])CC1
E (eV): -29622.6297
LUMO energy (Eh): -0.0143

CARTESIAN COORDINATES (ANGSTROEM)
C (1.71, 0.65, -0.07)
H (0.09, 3.00, 1.64)
H (-0.96, 2.35, -0.50)
H (-3.21, -2.18, 2.56)
H (2.64, 0.64, -0.63)
H (0.74, -0.77, -1.34)
H (1.78, -0.09, 0.74)
H (3.24, 2.51, -1.45)
H (4.08, 2.54, 2.98)
C (-1.68, -1.82, -0.94)
C (-3.67, -5.34, 0.26)
O (-3.53, -4.24, 1.14)
H (5.50, 4.21, 0.85)
H (-2.70, -5.73, -0.05)
C (-0.92, 1.61, 0.31)
O (1.69, 4.17, 0.69)
H (-4.26, -5.07, -0.62)
O (-1.31, -2.71, -3.00)
H (3.48, 4.04, 2.27)
C (4.37, 3.49, 2.53)
C (-1.47, -0.77, -0.02)
C (3.42, 3.03, -0.50)
C (-2.87, -3.15, 0.68)
C (5.24, 3.25, 1.30)
C (-2.08, -0.93, 1.25)
C (4.58, 2.36, 0.25)
H (-2.43, -3.76, -1.34)
N (1.47, 1.94, 0.53)
H (0.27, 1.27, 2.09)
C (0.55, 0.25, -1.00)
H (3.71, 4.06, -0.74)
H (-4.21, -6.10, 0.83)
H (0.52, 0.90, -1.88)
C (0.22, 1.98, 1.26)
C (-2.76, -2.07, 1.58)
N (-0.70, 0.32, -0.29)
C (-2.33, -3.00, -0.58)
H (6.18, 2.77, 1.61)
N (-1.37, -1.69, -2.33)
C (2.13, 3.11, 0.28)
O (-1.24, -0.57, -2.80)
H (-1.88, 1.63, 0.83)
H (-1.98, -0.15, 1.98)
H (4.93, 4.06, 3.27)
H (4.23, 1.44, 0.74)
H (5.34, 2.07, -0.49)

Results of the Mulliken charge analysis, in e, for atoms 1 through 8: -0.861, 0.478, 0.273, 0.428, 0.555, 0.595, 0.063, 0.357



Here is a single C16H23N7O3 molecule from the Open Molecules 2025 dataset. Energies are from ωB97M-V with the def2-TZVPD basis set.

Properties
Highest occupied orbital energy (eV): -7.94
Orbital gap (eV): 8.4133
SMILES: CC[C@@](C)(C(=O)Nc1ccc(OC)cc1)N(C)C(=O)Cn1nnnc1N
E (eV): -33538.1822
LUMO energy (Eh): 0.0174

CARTESIAN COORDINATES (ANGSTROEM)
C (1.62, -4.32, -0.83)
C (-2.19, 0.50, -2.44)
N (0.30, -0.86, -0.53)
N (-1.80, 5.33, 2.20)
C (-1.56, 0.58, 0.05)
H (-2.13, 1.80, 2.63)
H (-2.06, 2.26, -1.20)
H (-3.14, -0.17, 1.36)
H (4.34, -2.53, -1.71)
C (2.92, -4.05, -1.23)
H (4.42, -6.92, -1.61)
H (2.77, -0.67, -1.28)
O (3.87, -5.00, -1.50)
H (-0.47, 1.49, 3.14)
C (-3.02, 0.47, 0.49)
H (-0.27, -3.50, -0.27)
N (-0.52, 4.16, 3.47)
H (1.28, 2.53, 2.70)
H (-0.15, 4.34, -0.41)
N (-0.16, 3.91, 2.19)
H (-1.50, 5.38, -0.38)
H (1.69, 3.54, 1.31)
H (3.23, -6.59, -0.33)
N (-0.78, 1.33, 1.07)
C (-0.96, -0.85, -0.05)
C (0.88, 3.00, 1.80)
C (2.45, -1.70, -1.16)
H (-1.78, -0.51, -2.48)
N (-0.99, 4.63, 0.06)
H (0.73, 0.04, -0.72)
H (2.72, -6.64, -2.04)
C (-1.24, 1.20, 2.44)
H (-1.47, 0.15, 2.63)
C (0.36, 1.97, 0.78)
H (-0.52, 1.53, -1.62)
C (1.14, -1.96, -0.75)
O (-1.60, -1.83, 0.29)
C (3.52, -6.35, -1.35)
C (-0.98, 4.66, 1.41)
C (0.74, -3.28, -0.59)
H (-3.26, 0.43, -2.33)
C (-1.54, 1.30, -1.32)
N (-1.47, 4.98, 3.44)
C (3.33, -2.73, -1.39)
O (1.00, 1.84, -0.25)
H (-3.59, 0.00, -0.31)
H (-3.44, 1.45, 0.69)
H (-1.98, 0.98, -3.39)
H (1.27, -5.33, -0.70)

Results of the Mulliken charge analysis, in e, for atoms 1 through 8: -0.400, -1.451, 0.379, -0.483, 1.162, 0.313, 0.484, 0.400



Here is a single C16H23NO4S molecule from the Open Molecules 2025 dataset. Energies are from ωB97M-V with the def2-TZVPD basis set.

Properties
Highest occupied orbital energy (eV): -9.10
Orbital gap (eV): 9.8045
SMILES: Cc1ccc(CS(=O)(=O)CCC(=O)NC[C@@H]2CCCO2)cc1
E (eV): -37480.9306
LUMO energy (Eh): 0.0261

CARTESIAN COORDINATES (ANGSTROEM)
H (2.28, -1.08, -0.68)
C (-3.63, -1.88, 0.25)
H (5.26, 1.16, -0.25)
H (-0.03, -0.40, -0.73)
H (-5.40, 0.17, -1.74)
C (-1.11, 1.40, 1.62)
O (4.87, -1.69, -0.10)
C (0.79, -0.22, 1.82)
O (0.69, 2.26, -0.18)
H (5.45, 0.42, -2.54)
H (-3.15, 1.07, -2.16)
H (-1.59, 2.29, 2.01)
H (-1.51, -1.82, 0.53)
N (1.85, 0.06, 1.03)
C (-4.55, -0.27, -1.25)
C (4.81, -0.16, -1.89)
H (3.92, -0.45, -2.45)
H (-1.83, 0.59, 1.56)
H (-6.15, -2.44, 0.80)
C (4.42, 0.58, -0.61)
H (5.43, -2.27, -1.98)
S (-0.69, 1.81, -0.12)
H (4.41, -0.35, 1.38)
O (-1.68, 2.73, -0.60)
H (1.95, 1.02, 0.71)
C (-2.36, -1.39, 0.02)
C (5.51, -1.39, -1.33)
C (-4.74, -1.34, -0.38)
H (-0.65, 0.56, -2.11)
H (3.57, 1.24, -0.75)
H (6.57, -1.18, -1.14)
H (-6.38, -2.57, -0.94)
H (-0.17, 0.78, 3.44)
C (-0.82, 0.25, -1.08)
C (-2.18, -0.32, -0.86)
H (-3.76, -2.71, 0.94)
C (-3.28, 0.23, -1.49)
H (2.48, -1.89, 0.89)
O (0.40, -1.35, 2.05)
H (-6.85, -1.09, -0.11)
C (0.12, 1.02, 2.41)
C (4.11, -0.58, 0.35)
C (-6.11, -1.89, -0.14)
H (0.83, 1.85, 2.42)
C (2.62, -0.95, 0.35)

Results of the Mulliken charge analysis, in e, for atoms 1 through 8: 0.072, -0.804, 0.383, -0.029, 0.375, -0.592, -0.486, 0.375



Here is a single C16H23NO5S molecule from the Open Molecules 2025 dataset. Energies are from ωB97M-V with the def2-TZVPD basis set.

Properties
Highest occupied orbital energy (eV): -8.52
Orbital gap (eV): 9.2894
SMILES: CCCS(=O)(=O)N1CCC(C(=O)Oc2ccc(OC)cc2)CC1
E (eV): -39527.9508
LUMO energy (Eh): 0.0284

CARTESIAN COORDINATES (ANGSTROEM)
C (0.11, 5.10, -1.54)
H (0.21, -0.40, 2.88)
H (1.21, -0.04, 0.02)
H (-0.58, -1.60, -0.82)
H (-0.81, -3.11, 0.09)
H (2.24, -7.08, 0.40)
C (-1.23, 0.09, 1.36)
H (2.98, -5.08, 2.61)
C (0.10, 4.07, -0.63)
H (-2.05, 5.72, -4.86)
C (1.16, -0.56, 0.97)
O (2.15, -2.48, 2.76)
C (-2.07, 3.39, -1.43)
H (-1.70, -1.91, 2.00)
H (1.39, -5.83, 2.40)
O (-0.85, 6.33, -3.28)
H (-2.84, 6.80, -3.68)
H (0.94, 5.78, -1.60)
H (2.16, -0.61, 1.41)
C (-1.90, 6.57, -4.19)
S (1.13, -3.04, 1.92)
C (2.93, -6.66, 1.13)
H (-2.90, 4.54, -3.01)
H (0.51, 1.16, 2.09)
C (1.89, -4.37, 0.93)
H (2.74, -3.92, 0.43)
H (-1.92, 0.52, 2.09)
C (-0.58, -2.04, 0.18)
H (1.14, -4.69, 0.20)
C (-2.05, 4.42, -2.35)
C (-1.63, -1.36, 1.06)
H (-1.59, 7.44, -4.78)
H (3.20, -7.44, 1.84)
C (0.19, 0.13, 1.93)
C (-1.34, 0.96, 0.11)
N (0.76, -1.93, 0.71)
O (-1.71, 0.58, -0.97)
C (-0.97, 5.29, -2.42)
H (0.93, 3.92, 0.04)
H (3.83, -6.33, 0.61)
O (-0.96, 2.21, 0.40)
C (-0.99, 3.21, -0.58)
H (-2.59, -1.39, 0.55)
C (2.28, -5.49, 1.87)
H (-2.91, 2.72, -1.39)
O (-0.05, -3.56, 2.54)

Results of the Mulliken charge analysis, in e, for atoms 1 through 8: -0.567, 0.454, 0.469, 0.640, 0.386, 0.330, 0.034, 0.317